Record 1
This record from the Open Molecules 2025 dataset describes C16H33BiCl2P as an isolated structure. The level of theory is the ωB97M-V functional and the def2-TZVPD basis.

The calculation puts the LUMO energy at 2.274 eV. Its net charge is -1. For the HOMO energy, the calculation gives -1.0 eV. As for the maximum force: 3.8 eV/Å.

Each line ends with the Mulliken charge.
CARTESIAN COORDINATES (ANGSTROEM)
Bi1 2.409 3.033 0.466  0.15
Cl1 0.019 3.231 -0.172  -0.56
Cl2 2.413 0.625 1.153  -0.51
C1 -0.901 -0.676 -0.114  -0.12
H1 -1.553 0.178 -0.348  0.43
H2 0.031 -0.222 0.271  -0.49
C2 -1.839 -1.328 -2.353  -1.19
C3 -0.639 -1.483 -1.322  -0.13
H3 -2.687 -2.004 -2.246  0.50
C4 0.660 -1.044 -2.023  -1.15
H4 -0.559 -2.559 -1.087  0.67
C5 0.518 0.348 -2.638  -0.08
H5 1.502 -1.071 -1.316  0.33
H6 0.861 -1.771 -2.822  0.44
C6 -0.518 0.334 -3.755  -1.02
H7 0.238 1.070 -1.861  -0.23
H8 1.483 0.682 -3.041  0.36
C7 -1.893 -0.200 -3.250  -0.64
H9 -0.641 1.331 -4.193  0.41
H10 -0.158 -0.332 -4.551  0.39
H11 -2.389 0.656 -2.743  0.07
H12 -2.527 -0.471 -4.112  0.33
C8 -3.108 0.930 1.535  -1.35
C9 -2.439 -0.174 2.376  0.54
C10 -3.409 -0.750 3.420  -1.63
P1 -1.607 -1.459 1.378  0.39
C11 -0.145 -2.053 2.309  0.94
C12 -0.452 -2.365 3.778  -1.58
C13 0.572 -3.211 1.603  -1.16
C14 -2.727 -2.795 0.856  1.02
C15 -2.994 -3.836 1.952  -1.51
C16 -4.030 -2.254 0.253  -1.84
H13 -3.791 0.516 0.778  0.24
H14 -2.364 1.571 1.044  0.24
H15 -3.697 1.575 2.200  0.46
H16 -1.595 0.289 2.924  0.62
H17 -4.294 -1.208 2.960  0.23
H18 -2.932 -1.479 4.086  0.30
H19 -3.759 0.082 4.047  0.48
H20 0.524 -1.173 2.275  0.09
H21 -1.213 -3.152 3.881  0.24
H22 0.466 -2.728 4.259  0.51
H23 -0.783 -1.472 4.325  0.32
H24 1.032 -2.889 0.657  0.13
H25 1.384 -3.572 2.251  0.48
H26 -0.096 -4.061 1.399  0.26
H27 -2.171 -3.298 0.044  0.59
H28 -3.490 -3.400 2.832  0.22
H29 -3.667 -4.598 1.533  0.49
H30 -2.078 -4.352 2.273  0.30
H31 -3.846 -1.530 -0.554  0.28
H32 -4.576 -3.100 -0.192  0.43
H33 -4.683 -1.798 1.011  0.28

Record 2
This record from the Open Molecules 2025 dataset describes C16H33O11PS as an isolated structure. The level of theory is the ωB97M-V functional and the def2-TZVPD basis.

The calculation puts the LUMO energy at 0.316 eV. For the HOMO energy, the calculation gives -9.5 eV. As for the maximum force: 1.5 eV/Å.

Each line ends with the Mulliken charge.
CARTESIAN COORDINATES (ANGSTROEM)
C1 -1.019 -2.027 1.651  -1.16
C2 -0.948 -1.307 0.294  -0.78
C3 -0.541 0.171 0.438  0.03
C4 -1.659 0.968 1.041  -0.66
O1 -2.694 1.445 0.114  -0.55
S1 -3.833 1.970 1.108  1.45
O2 -4.545 0.873 1.659  -0.63
O3 -4.591 3.021 0.539  -0.62
O4 -2.809 2.570 2.213  -0.47
C5 -1.430 2.219 1.857  1.68
C6 -0.568 2.092 3.098  -1.16
C7 0.950 2.043 2.847  -0.61
O5 1.594 3.105 3.529  -0.58
P1 -0.898 3.749 0.910  0.69
O6 -0.311 4.742 1.817  -0.75
O7 -2.139 4.381 0.134  -0.52
O8 0.052 3.229 -0.251  -0.34
H1 -0.835 -3.086 1.549  0.35
H2 -2.005 -1.859 2.081  0.31
H3 -0.303 -1.550 2.323  0.33
H4 -0.242 -1.816 -0.358  0.52
H5 -1.929 -1.318 -0.182  0.32
H6 -0.264 0.558 -0.543  -0.41
H7 0.348 0.210 1.061  0.16
H8 -2.226 0.327 1.725  0.73
H9 -0.798 2.867 3.820  0.44
H10 -0.855 1.139 3.551  0.43
H11 1.348 1.108 3.242  0.30
H12 1.166 2.069 1.780  0.46
H13 2.134 3.587 2.909  0.33
H14 -2.639 4.872 0.798  0.36
H15 0.431 3.997 -0.694  0.26
C8 2.230 3.149 -4.744  -1.23
C9 1.652 2.331 -3.615  0.79
O9 2.343 1.625 -2.917  -0.47
C10 0.166 2.426 -3.376  -0.44
H16 3.304 2.986 -4.799  0.31
H17 1.774 2.854 -5.690  0.34
H18 2.036 4.209 -4.575  0.32
H19 -0.384 2.102 -4.261  0.46
H20 -0.114 3.455 -3.143  0.28
H21 -0.097 1.788 -2.538  -0.30
C11 -2.076 -6.698 -0.179  -1.10
C12 -2.949 -5.617 0.414  0.81
O10 -2.577 -4.470 0.483  -0.47
C13 -4.309 -6.038 0.916  -1.13
H22 -1.131 -6.266 -0.500  0.28
H23 -1.882 -7.472 0.565  0.33
H24 -2.573 -7.151 -1.037  0.33
H25 -4.202 -6.786 1.703  0.34
H26 -4.893 -6.466 0.100  0.35
H27 -4.832 -5.173 1.314  0.27
C14 4.054 -0.916 -1.838  -0.87
C15 4.728 -1.002 -0.492  0.85
O11 4.097 -1.167 0.527  -0.56
C16 6.233 -0.867 -0.473  -1.11
H28 2.980 -1.023 -1.711  0.10
H29 4.256 0.050 -2.300  0.28
H30 4.419 -1.712 -2.491  0.39
H31 6.527 0.100 -0.884  0.31
H32 6.686 -1.658 -1.073  0.33
H33 6.592 -0.945 0.550  0.30

Record 3
This record from the Open Molecules 2025 dataset describes C16H34AsF6O13 as an isolated structure. The level of theory is the ωB97M-V functional and the def2-TZVPD basis.

The calculation puts the LUMO energy at 1.919 eV. Its net charge is -1. For the HOMO energy, the calculation gives -8.3 eV. As for the maximum force: 4.8 eV/Å.

Each line ends with the Mulliken charge.
CARTESIAN COORDINATES (ANGSTROEM)
As1 -20.965 -0.509 -16.412  2.07
F1 -20.772 -1.857 -17.564  -0.53
F2 -20.658 -1.640 -15.068  -0.51
F3 -21.192 0.900 -15.316  -0.53
F4 -21.357 0.533 -17.733  -0.47
F5 -22.698 -0.838 -16.228  -0.50
F6 -19.151 -0.252 -16.453  -0.54
C1 -23.200 4.152 -21.851  -0.35
O1 -24.312 3.945 -22.783  -0.54
H1 -22.223 4.030 -22.318  0.20
H2 -23.184 5.068 -21.259  0.22
H3 -23.400 3.305 -21.195  0.15
H4 -24.851 3.175 -22.589  0.32
C2 -23.805 -5.527 -19.390  -0.53
O2 -24.512 -4.286 -19.507  -0.51
H5 -22.840 -5.465 -19.893  0.24
H6 -23.527 -5.667 -18.346  0.23
H7 -24.322 -6.407 -19.773  0.25
H8 -24.001 -3.645 -19.008  0.32
C3 -18.147 -5.660 -16.893  -0.51
O3 -17.579 -6.843 -16.323  -0.51
H9 -18.007 -5.454 -17.954  0.24
H10 -19.233 -5.640 -16.797  0.24
H11 -17.799 -4.723 -16.457  0.23
H12 -17.268 -6.575 -15.456  0.31
C4 -25.753 3.944 -16.748  -0.41
O4 -25.084 3.495 -15.521  -0.51
H13 -25.832 5.023 -16.617  0.20
H14 -25.129 3.696 -17.607  0.17
H15 -26.758 3.560 -16.921  0.23
H16 -24.605 2.670 -15.624  0.31
C5 -21.341 2.004 -9.881  -1.41
C6 -22.885 2.094 -10.150  0.44
C7 -23.772 0.857 -9.910  -0.45
O5 -25.006 1.294 -9.296  -0.30
C8 -24.666 2.573 -8.839  0.61
O6 -25.433 3.301 -8.233  -0.55
O7 -23.426 2.974 -9.268  -0.32
H17 -21.064 1.943 -8.829  0.36
H18 -20.939 2.995 -10.092  0.37
H19 -20.712 1.395 -10.530  0.39
H20 -23.046 2.410 -11.180  0.25
H21 -23.085 0.288 -9.284  0.28
H22 -23.968 0.277 -10.812  0.34
C9 -18.686 0.075 -22.014  -1.40
C10 -17.318 -0.450 -22.236  0.51
C11 -16.635 -0.990 -20.984  -0.42
O8 -16.256 -2.319 -21.393  -0.33
C12 -16.761 -2.631 -22.615  0.66
O9 -16.743 -3.775 -23.141  -0.60
O10 -17.501 -1.631 -23.097  -0.34
H23 -18.458 0.802 -21.235  0.40
H24 -19.285 -0.647 -21.458  0.36
H25 -19.168 0.486 -22.901  0.33
H26 -16.637 0.329 -22.578  0.25
H27 -17.270 -0.971 -20.099  0.30
H28 -15.720 -0.426 -20.801  0.28
C13 -13.802 -0.007 -14.992  -1.37
C14 -13.822 1.488 -15.058  0.54
C15 -12.514 2.232 -15.213  -0.47
O11 -12.550 2.656 -16.575  -0.34
C16 -13.820 2.645 -16.928  0.67
O12 -14.257 3.190 -17.925  -0.60
O13 -14.535 1.961 -16.114  -0.30
H29 -13.456 -0.424 -15.937  0.35
H30 -14.806 -0.424 -14.907  0.36
H31 -13.159 -0.437 -14.224  0.35
H32 -14.226 1.942 -14.153  0.21
H33 -11.674 1.630 -14.868  0.31
H34 -12.490 3.157 -14.638  0.29

Record 4
This record from the Open Molecules 2025 dataset describes C16H34ClINP2Pm as an isolated structure. The level of theory is the ωB97M-V functional and the def2-TZVPD basis.

The calculation puts the LUMO energy (alpha / beta) at -6.429 / -6.346 eV. As for the expectation value of S²: 6.007. The multiplicity is 5. Its net charge is +2. For the HOMO energy (alpha / beta), the calculation gives -14.2 / -14.2 eV. As for the maximum force: 2.5 eV/Å.

Each line ends with the Mulliken charge.
CARTESIAN COORDINATES (ANGSTROEM)
C1 2.356 -4.694 -2.202  -0.79
I1 1.617 -3.004 -0.935  0.06
H1 1.755 -4.674 -3.115  0.30
H2 2.219 -5.631 -1.654  0.29
H3 3.414 -4.513 -2.415  0.29
Pm1 -0.016 0.009 0.033  0.73
P1 -2.087 -1.626 0.829  0.54
C2 -1.707 -2.622 2.339  -1.05
C3 -3.595 -0.633 1.164  -1.07
H4 -4.490 -1.208 1.428  0.46
H5 -3.340 -3.427 -0.353  0.41
H6 -3.828 -0.040 0.265  0.29
H7 -2.657 -2.202 -1.451  0.31
H8 -1.452 -1.917 3.157  0.29
H9 -3.386 0.065 1.990  0.26
C4 -2.472 -2.790 -0.538  -0.99
H10 -2.531 -3.272 2.676  0.39
H11 -1.601 -3.434 -0.744  0.27
H12 -0.813 -3.246 2.138  0.32
P2 1.865 1.717 -1.041  0.56
C5 3.460 1.781 -0.120  -0.96
C6 2.221 1.204 -2.770  -1.05
H13 0.223 3.387 -1.658  0.28
H14 1.822 4.155 -1.595  0.46
H15 0.970 3.772 -0.087  0.20
C7 1.177 3.416 -1.109  -1.01
H16 1.270 1.137 -3.322  0.33
H17 2.886 1.875 -3.323  0.41
H18 4.206 2.466 -0.559  0.38
H19 3.888 0.758 -0.091  0.36
H20 2.668 0.197 -2.782  0.34
H21 3.274 2.095 0.933  0.16
Cl1 -1.194 0.165 -2.265  -0.41
C8 1.073 4.025 4.000  -0.91
N1 1.348 2.669 3.458  0.23
C9 2.371 1.969 4.284  -0.86
C10 0.121 1.769 3.299  -0.94
C11 -0.947 2.427 2.488  0.63
C12 -1.757 3.416 3.083  -0.42
C13 -2.747 4.070 2.335  -0.75
C14 -2.979 3.681 1.031  -0.68
C15 -2.186 2.672 0.457  -0.65
C16 -1.165 2.062 1.169  0.35
H22 0.546 3.915 4.953  0.37
H23 0.500 4.610 3.282  0.40
H24 2.039 4.508 4.162  0.38
H25 1.714 2.786 2.487  0.11
H26 1.926 1.810 5.272  0.41
H27 2.614 1.013 3.816  0.32
H28 3.251 2.610 4.359  0.38
H29 0.518 0.850 2.828  0.05
H30 -0.200 1.504 4.322  0.41
H31 -1.621 3.690 4.130  0.50
H32 -3.320 4.864 2.803  0.43
H33 -3.795 4.159 0.470  0.43
H34 -2.405 2.364 -0.568  0.45